C3H4CaO4 as an isolated structure, computed with ωB97M-V/def2-TZVPD.

```
! wB97M-V def2-TZVPD RIJCOSX def2/J DEFGRID3
* xyz 0 1
Ca 1.23 1.11 0.75
O 3.13 0.80 0.55
O -0.83 1.28 0.66
O -2.83 0.27 0.49
O -1.31 -0.08 -1.07
C -0.35 -2.03 -0.14
C -1.74 0.61 0.06
C -0.25 -0.95 -0.93
H -1.32 -2.36 0.24
H 0.61 -0.74 -1.57
H 3.86 1.09 1.10
H 0.48 -2.73 -0.07
*
```

Computed properties:
* electronic energy: -1095.31480 Eh
* relative energy (zero: lowest compared OMol25 entry of this formula, charge and spin): 0.0 kcal/mol
* molar mass: 144.14 g mol⁻¹
* HOMO level: -9.50 eV

Atomic partial charges in e from the natural (NBO) method, atoms 1 to 2:
1. Ca 1.87
2. O -1.38